Formula: CH3ClO3S
Source: the OMol25 dataset
Level of theory: ωB97M-V/def2-TZVPD

Structure (XYZ):
```
9
Properties=species:S:1:pos:R:3
O 0.5296 -0.5914 -0.9226
H 1.0351 0.8550 0.8245
H 0.4765 -1.5236 -0.6141
S -0.9539 0.1268 -0.9130
H 1.2110 0.0822 2.4472
O -0.7015 1.5150 -1.1300
O -0.6153 -0.0484 1.5967
C 0.5044 0.4233 1.6359
Cl -1.4858 -0.8390 -2.9246
```

The energy relative to the best compared isomer or geometry (same formula, charge and spin) comes out at 17.3 kcal per mole. The net charge is 0. For the LUMO energy, the calculation gives -0.4 eV. The HOMO energy is -10.23 eV. For the HOMO-LUMO gap, the calculation gives 9.852 eV.

Atom charges from the Mulliken analysis, given in e for atoms 1 to 2:
1. O -0.45
2. H 0.24

Formula: C3H5N3O
Source: the OMol25 dataset
Level of theory: ωB97M-V/def2-TZVPD

Structure (XYZ):
```
12
Properties=species:S:1:pos:R:3
C -0.3006 -0.7203 -0.1369
C 1.4139 0.6921 0.6047
N 0.2230 0.5345 0.0508
H 0.0721 2.5982 -0.2659
H -1.2987 -0.7387 -0.5821
H -1.0162 1.5783 -1.2717
N 0.3610 -1.7588 0.1784
H 0.3440 -3.6317 0.2127
C -0.5696 1.7043 -0.2669
N 2.4425 0.8576 1.0776
O -0.2907 -2.9617 -0.0742
H -1.3805 1.8460 0.4734
```

The SMILES is CN(C#N)/C=N/O. The energy relative to the best compared isomer or geometry (same formula, charge and spin) comes out at 78.2 kcal per mole. The net charge is 0. For the LUMO energy, the calculation gives 0.7 eV. The HOMO energy is -9.04 eV. For the HOMO-LUMO gap, the calculation gives 9.746 eV.

Atom charges from the Mulliken analysis, given in e for atoms 1 to 2:
1. C -0.10
2. C 0.58

Formula: C9H58NO21
Source: the OMol25 dataset
Level of theory: ωB97M-V/def2-TZVPD

Structure (XYZ):
```
89
Properties=species:S:1:pos:R:3
O 1.7767 1.2277 9.5942
H 1.6599 -0.8816 0.2750
O 2.2262 -5.8108 -3.7362
H 0.5673 4.4761 -0.0898
O -0.1894 2.4061 -10.0286
H -7.0055 -0.7991 -0.9298
O 3.9719 -6.6894 2.6838
C 1.2198 -0.0912 -0.3329
H 2.9522 1.0356 -0.3258
O -2.9097 -4.7052 7.1352
H 2.7676 -0.0801 -1.7477
O -4.8318 -6.4305 -1.4959
H 7.7547 4.1373 0.8651
O 9.2353 -2.1061 -2.9647
C 0.2346 0.8506 0.5593
H 9.5763 -1.6945 -2.1706
H 2.4841 1.5221 10.1680
H -5.4276 2.9320 3.4377
O 6.2241 4.7891 5.4162
C 0.6261 2.6928 -1.2559
H -4.4369 -6.1249 -2.3126
H 2.4161 -5.8639 -4.6729
H 0.3455 2.2986 2.1018
H -5.8333 4.0146 -4.5279
H -3.1239 -0.8580 -3.9188
O 0.0159 -2.7739 -7.8597
H -2.0914 -8.5671 3.4795
H -3.3592 1.5261 8.1415
H -1.7948 0.4239 1.5371
C 1.6777 1.7402 -1.9612
C -0.9370 -0.0817 1.0937
H -5.9304 3.1917 4.8419
H 3.3783 -3.8308 8.0528
H 0.6247 -0.6216 -1.0764
H 1.9226 3.3894 0.3530
H 1.9877 1.7061 1.4928
H -2.5129 -1.4137 -5.1876
C -0.0805 3.2865 -2.5584
O 2.4251 -3.8959 8.1107
O -0.0266 -8.4154 -0.1175
H 3.3427 -7.0324 2.0493
H 0.1458 -3.5440 -8.4131
H 6.4913 3.8926 5.6190
H -3.4099 -3.9031 6.9845
H -0.4483 -0.8499 1.6929
H 0.9310 0.7277 2.5557
C 2.2856 0.6493 -1.0968
H -4.6892 1.3286 8.8372
H 1.9110 4.3714 -1.1699
H 9.4652 -1.4984 -3.6676
H -6.3879 4.0626 -5.9357
H -7.1708 -2.2833 -1.1781
H 0.7322 2.6035 -9.8615
O -6.0764 3.4368 3.9281
H -2.6278 -7.9467 4.7520
O -7.2293 -1.4321 -1.6120
H 6.6266 4.9733 4.5675
H 6.7102 4.3174 -0.2159
O -4.2006 1.0783 8.0531
H -0.4813 2.5516 -3.2566
O -3.3532 -1.1942 -4.7852
O -2.1241 7.0156 -10.2215
C 0.9571 1.4660 1.7542
H 1.2710 1.3831 -2.9074
H -4.3817 -7.2534 -1.3050
H 3.4436 -6.1670 3.2873
H -2.8206 7.4208 -10.7381
N -0.2460 1.8040 -0.4649
H -0.1449 -2.0596 -8.4762
H -1.8012 7.7200 -9.6595
C 1.3212 3.7844 -0.4658
H -0.6153 3.2625 -10.0654
H -1.3373 -0.5799 0.2107
H 2.5474 2.2903 -2.3207
H 2.2686 -4.4609 8.8674
H 2.3401 -4.8852 -3.5204
O -1.6182 2.2074 -0.3763
H 2.1410 0.4728 9.1320
O -2.8207 7.2587 2.9072
O 7.1515 4.7819 0.4952
H 0.3379 -7.9128 -0.8460
H -3.0935 6.5158 2.3688
O -6.3393 3.5040 -5.1599
H -0.9500 3.8294 -2.1878
H -2.0080 -4.4069 7.2543
H 0.5911 3.9792 -3.0655
O -2.3295 -8.7778 4.3824
H 0.2591 -9.3145 -0.2794
H -2.1460 6.9017 3.4847
```

The energy relative to the best compared isomer or geometry (same formula, charge and spin) comes out at 152.8 kcal per mole. The net charge is -1. For the LUMO energy, the calculation gives 1.7 eV. The HOMO energy is -1.22 eV. For the HOMO-LUMO gap, the calculation gives 2.879 eV.

Atom charges from the Mulliken analysis, given in e for atoms 1 to 2:
1. O -0.64
2. H 0.39

Formula: C4H15NO2S
Source: the OMol25 dataset
Level of theory: ωB97M-V/def2-TZVPD

Structure (XYZ):
```
23
Properties=species:S:1:pos:R:3
H 0.8083 3.6210 3.8181
H 2.1519 -1.0257 -2.1754
H -1.4615 4.3357 3.9589
H -1.0679 -4.4212 -0.7781
H 1.7727 0.8026 -1.7013
H -2.3990 -3.2821 -0.7208
H -0.4696 -1.1745 -2.3332
H 1.2332 -1.9740 -0.2384
C -1.3468 -3.3368 -0.9491
C 0.2950 -1.3928 -0.2768
N -0.6568 -2.4987 0.0078
H -0.9861 5.7584 3.4393
H -1.4010 -2.0704 0.5631
C 1.4785 -0.1692 -2.2076
H -0.4475 0.2644 -1.2743
O 0.9325 2.6674 3.7577
S 1.2349 0.0852 -4.0001
H 0.3353 -0.6534 0.5149
O -0.7241 4.9470 3.8787
H 1.5656 2.3313 4.3919
H -1.2720 -3.2359 -2.0391
C 0.1050 -0.6358 -1.5857
H 0.3195 1.0573 -4.0505
```

The SMILES is CNCCCS.O.O. The energy relative to the best compared isomer or geometry (same formula, charge and spin) comes out at 36.9 kcal per mole. The net charge is 0. For the LUMO energy, the calculation gives 0.7 eV. The HOMO energy is -8.44 eV. For the HOMO-LUMO gap, the calculation gives 9.138 eV.

Atom charges from the Mulliken analysis, given in e for atoms 1 to 2:
1. H 0.36
2. H 0.34

Formula: C18H18Cl32FN3OP
Source: the OMol25 dataset
Level of theory: ωB97M-V/def2-TZVPD

Structure (XYZ):
```
74
Properties=species:S:1:pos:R:3
C 3.2744 4.5596 0.4925
C 2.7668 6.3715 -4.4726
C 0.9334 -5.5786 -0.0388
H -0.6410 -1.3473 0.0585
Cl 2.4781 7.7205 -5.5561
Cl 2.0157 -8.1964 -4.1823
P 0.3053 -0.7378 0.9033
C 1.4462 0.2330 -0.1871
Cl -3.7996 5.1996 5.4560
Cl 4.5013 6.0879 -4.3066
Cl -0.7810 -8.7279 -0.8724
C -4.3382 6.8132 5.9558
F 4.7178 3.4199 -0.9606
Cl -3.9104 7.9801 4.6998
Cl 1.9904 4.9171 -5.1218
N 1.1635 -1.7478 1.7292
H -0.3635 0.2043 1.6986
C 2.3511 2.1287 -1.2863
C 0.0982 2.3971 -0.1472
Cl -3.2174 -9.7599 -2.0202
Cl -1.4983 -11.5030 -0.4965
H 1.5112 4.0697 -1.5270
C 3.5924 4.2624 -0.9537
Cl 2.4963 -10.7779 -5.3710
C 2.4474 3.5574 -1.7111
Cl -6.0860 6.7983 6.1777
Cl -8.3640 -11.7777 -0.3142
H 4.0760 1.7199 -2.2129
H 0.0196 5.3911 1.1566
C -5.7057 4.2979 1.0017
Cl -6.6170 -10.5239 -2.2324
Cl -4.9039 4.7063 2.5230
C 4.7367 1.8204 3.5533
Cl 5.5016 3.3936 3.3363
Cl -0.7800 -5.3162 0.3019
H -0.2426 4.9952 -0.5278
H -2.3340 5.3702 0.6833
Cl -0.1616 -10.0637 -4.5019
Cl 1.1145 -6.5628 -1.4971
Cl 3.8645 1.7896 5.0825
H 2.6550 -1.5401 -0.3812
H 1.0782 -1.5861 2.7252
H 4.1779 4.8943 0.9919
Cl 3.5819 1.5272 2.2279
H 2.6899 3.6127 -2.7727
C -0.3540 4.6125 0.4955
Cl 1.9069 -10.5803 -2.5588
H -0.3834 2.7434 -1.0695
Cl -7.4489 4.2866 1.2387
Cl 2.0854 6.7413 -2.8741
Cl -3.5464 7.2504 7.4676
C -1.8294 4.4105 0.7767
H 2.9146 3.6567 0.9857
C -2.1241 -9.8572 -0.6341
H 3.8933 5.1765 -1.4565
H -2.3170 3.7571 0.0513
O 0.4470 3.4534 0.7012
H -2.0134 3.9900 1.7629
Cl 1.6922 -6.3955 1.3218
C 1.3000 1.5709 -0.5227
C -6.8045 -10.9810 -0.5363
Cl 1.7127 -4.0055 -0.2846
Cl -6.7392 -9.5314 0.4722
H 2.4755 5.2960 0.5561
Cl -2.9843 -9.4250 0.8447
Cl 5.9613 0.5574 3.5324
H -0.6304 1.7566 0.3478
N 3.3255 1.3123 -1.6644
C 2.5545 -0.5022 -0.6557
Cl -5.2857 5.4927 -0.2328
C 1.5600 -9.9104 -4.1527
N 3.4770 0.0293 -1.4072
Cl -5.1767 2.6914 0.4678
Cl -5.5097 -12.0887 -0.0764
```

The net charge is +1. For the LUMO energy, the calculation gives -4.6 eV. The HOMO energy is -12.03 eV. For the HOMO-LUMO gap, the calculation gives 7.452 eV.

Atom charges from the Mulliken analysis, given in e for atoms 1 to 2:
1. C -0.89
2. C 0.40

Formula: C29H34AsCl2N2O3S6SiTl
Source: the OMol25 dataset
Level of theory: ωB97M-V/def2-TZVPD

Structure (XYZ):
```
79
Properties=species:S:1:pos:R:3
N 5.0647 2.5998 -0.9191
Si -2.3417 -0.9676 -1.6375
H -1.5002 -5.9844 -1.3863
C -2.1435 -1.7553 -6.2996
O 6.6683 1.0275 -2.1080
H 1.6709 -2.0799 -0.1471
O -1.3184 0.1879 -1.2865
H -2.2368 -3.9147 -2.5091
H -1.8075 0.7536 3.9449
C 6.5167 0.6583 3.1536
C -0.8157 -3.7613 1.0761
Tl 0.2520 2.1156 -1.4436
H -5.1779 -2.2590 -2.0597
C 7.6783 0.3403 2.4502
Cl 1.7858 -2.7122 -2.4062
C -4.9825 -1.9526 -1.0277
H -2.0523 -1.9289 -7.3657
C -1.0278 -1.4039 -5.5468
C -1.7671 -2.6203 -0.8587
C -0.9248 -4.9877 0.4255
C 0.7979 3.0748 4.0589
C -2.3845 -1.3092 -3.5178
H 0.5065 -0.3881 3.8745
S 0.1583 5.4762 0.5202
H 4.5568 1.5867 3.0644
H -4.1904 1.3860 -1.5731
Cl 2.6611 -0.1959 -1.1235
H -1.1036 -1.6347 0.9338
C -3.9532 -0.3118 0.5403
H 0.5246 -1.1398 -1.1501
S 3.1028 2.8615 0.9038
C -1.3049 1.6693 4.2660
H 6.4323 0.3761 4.1958
H -0.4095 -3.7175 2.0813
H 1.7524 3.1723 3.5347
H -1.2460 1.6767 5.3590
H 8.7109 0.4612 0.5537
C 5.4680 1.3316 2.5356
As -1.9723 5.3014 0.3470
C 7.8134 0.7003 1.1153
H -3.5083 -1.1230 1.1248
C -4.1009 -0.6991 -0.9410
C -3.3776 -1.8743 -5.6749
C -1.1533 -1.1817 -4.1801
O 7.5199 3.1580 -1.2333
H -3.3244 0.5799 0.6513
N 0.0754 1.5427 1.0686
C 0.0335 1.6693 2.2085
H 1.9584 0.6134 3.6788
H 0.9746 3.0903 5.1403
H -0.0587 -1.2974 -6.0232
S -3.0145 4.9914 2.1816
C 6.7608 1.3718 0.5224
C -1.4336 -5.0341 -0.8663
H -4.8837 0.2670 -2.7521
C 1.5261 -1.5508 -1.0783
H -4.2544 -2.1395 -6.2553
C 5.6019 1.6866 1.2049
S 6.5900 2.0607 -1.1081
H 8.4842 -0.1908 2.9458
S -2.5944 3.5676 -0.7557
H -4.4720 -1.7445 -3.8511
H 1.0875 0.6047 5.2315
C -4.7745 0.4678 -1.6796
H -1.8981 2.5246 3.9396
H -4.5179 -2.8016 -0.5156
C -1.2269 -2.5967 0.4357
C 4.6160 2.4151 0.3152
S -2.4507 7.1463 -0.5913
C 0.9714 0.5632 4.1445
C 0.1100 1.7509 3.6840
H -5.7766 0.6594 -1.2669
H -0.6090 -5.8984 0.9216
H 0.1686 3.9248 3.7900
C -3.4913 -1.6527 -4.3040
H -0.2762 -0.8908 -3.6060
H -4.9409 -0.0903 0.9709
C -1.8478 -3.8627 -1.4951
H -5.9535 -1.7587 -0.5505
```

The energy relative to the best compared isomer or geometry (same formula, charge and spin) comes out at 69.8 kcal per mole. The net charge is -2. For the LUMO energy (alpha / beta), the calculation gives 2.2 / 2.0 eV. The HOMO energy (alpha / beta) is -3.31 / -3.31 eV. For the HOMO-LUMO gap (alpha / beta), the calculation gives 5.556 / 5.335 eV.

Atom charges from the Mulliken analysis, given in e for atoms 1 to 2:
1. N -0.49
2. Si -1.29

Formula: C5H32O11S2
Source: the OMol25 dataset
Level of theory: ωB97M-V/def2-TZVPD

Structure (XYZ):
```
50
Properties=species:S:1:pos:R:3
O 2.5524 3.0439 -2.1611
H 2.7595 2.4760 -1.4047
H 0.1998 -1.7005 3.9039
S -0.7392 -0.6766 -1.0921
H -1.5209 1.7001 2.1439
H 1.2030 -3.6560 -1.5468
H 2.2690 -1.1843 0.9797
H 1.4634 1.7563 2.3816
O -2.0928 -1.4229 3.3997
H -0.1636 1.0308 -3.6106
C 0.1343 -2.7939 -3.2114
H -2.2474 -1.6200 4.3245
H 1.9032 -3.4404 2.9499
H -4.1215 2.5359 -0.3785
O 1.6989 -3.8848 2.1163
H 0.2170 -1.9402 -3.8660
S -1.2348 -2.3659 -2.0458
O -1.4308 3.6182 -0.8568
O -4.2217 -1.1376 0.1059
H 1.6204 4.8449 0.5250
H 1.9305 -2.1863 -2.3171
H -3.5346 -1.7978 -0.0579
O -4.4603 2.0223 -1.1193
C 0.2418 -1.1186 0.3550
O 1.1146 -1.4047 3.8794
H 2.8540 1.1882 0.6299
H -2.1324 -0.4689 3.2169
H -1.5170 4.5741 -0.9436
O 0.6752 1.4984 -3.5193
C 1.4152 -3.1017 -2.4559
H -0.2742 -3.5782 -3.8371
C 1.6881 -0.6164 0.2486
H 2.2637 4.1023 -0.6310
C 1.8252 0.8269 0.7199
H 1.3016 0.7644 -3.5655
O -2.0642 1.2987 2.8316
H 2.1033 -3.8261 -2.8940
H -0.2305 -0.6454 1.2145
H -0.9093 3.3807 -1.6334
O 1.4192 0.8371 2.0958
H -4.6142 1.1593 -0.7135
H -2.3832 2.0510 3.3474
O 2.3475 4.2343 0.3395
H 1.1368 -0.4854 3.5930
H 1.2082 1.5415 0.1587
H -4.5920 -1.0595 -0.7827
H 0.7467 -3.9993 2.0666
H 0.2312 -2.1813 0.4663
H 2.1276 -0.7574 -0.7367
H 1.8333 2.5647 -2.6125
```

The SMILES is CCSSCCCO.O.O.O.O.O.O.O.O.O.O. The energy relative to the best compared isomer or geometry (same formula, charge and spin) comes out at 26.4 kcal per mole. The net charge is 0. For the LUMO energy, the calculation gives 0.0 eV. The HOMO energy is -9.10 eV. For the HOMO-LUMO gap, the calculation gives 9.077 eV.

Atom charges from the Mulliken analysis, given in e for atoms 1 to 2:
1. O -0.75
2. H 0.31

Formula: C10H6NO5STl
Source: the OMol25 dataset
Level of theory: ωB97M-V/def2-TZVPD

Structure (XYZ):
```
24
Properties=species:S:1:pos:R:3
C 2.9719 2.6298 -0.0205
H 4.5764 3.4759 2.8419
C 3.1719 3.1786 1.2501
O 2.0234 -3.3009 -1.0958
C -2.3471 1.3812 0.2549
C 4.4135 3.0510 1.8593
C 5.3350 2.1070 -0.1408
H -0.9556 -1.1750 0.2909
O -3.3063 2.0098 0.2841
Tl 0.6836 0.4303 0.0949
C 5.4891 2.4585 1.1867
H 2.3051 3.5890 1.7590
C -0.8032 -0.1473 -2.5356
C 1.3671 -2.4266 -0.7510
O -1.3026 -0.4403 -3.5304
H 3.9415 1.8809 -1.6737
N 4.0838 2.1726 -0.7056
O -2.1648 -2.3153 -0.9324
H 6.1115 1.7136 -0.7908
O 0.9352 -0.3972 5.4060
C -1.4344 -1.3930 -0.7683
S 1.4925 2.7144 -0.8766
C 0.1753 -1.0663 4.8591
H 6.4473 2.3034 1.6693
```

The energy relative to the best compared isomer or geometry (same formula, charge and spin) comes out at 0.0 kcal per mole. The net charge is +2. For the LUMO energy (alpha / beta), the calculation gives -9.7 / -11.0 eV. The HOMO energy (alpha / beta) is -15.89 / -15.31 eV. For the HOMO-LUMO gap (alpha / beta), the calculation gives 6.153 / 4.334 eV.

Atom charges from the Mulliken analysis, given in e for atoms 1 to 2:
1. C 0.14
2. H 0.44